Entry 1:
Here is a cluster of 2 separate species, C3H11NOS2 in total at a distorted geometry from OMol25. Energies are from ωB97M-V/def2-TZVPD.

The geometry in XYZ format:
```
18
C3H11NOS2 | OMol25 | ωB97M-V/def2-TZVPD
H -0.882 0.543 -2.474
H -0.850 -2.534 2.547
N 2.152 0.713 -1.149
H 2.030 1.701 -1.311
H -0.345 1.704 -1.388
C 1.028 -0.055 -1.683
H -0.255 -3.344 0.964
S -1.493 -0.037 -0.302
H 2.264 0.587 -0.156
H 1.047 -1.085 -1.363
H -1.376 3.092 2.169
C -0.319 0.636 -1.553
H -0.760 1.752 2.430
H -1.823 -2.801 1.088
H 1.239 -0.141 -2.756
C -0.824 -2.563 1.467
S -0.304 -0.854 1.123
O -0.529 2.685 2.346
```

The calculation puts the gap between HOMO and LUMO at 9.07 eV. Its LUMO energy is 0.69 eV. The calculation puts the HOMO energy at -8.4 eV. The calculation puts the relative energy (zero: lowest compared OMol25 entry of this formula, charge and spin) at 14.7 kcal per mole. As for the SMILES: CSSCCN.O.

These are the Löwdin partial charges, in e, on atoms 1 to 8: number 1, H, carries 0.053; number 2, H, carries 0.015; number 3, N, carries -0.006; number 4, H, carries 0.062; number 5, H, carries 0.058; number 6, C, carries -0.367; number 7, H, carries 0.033; number 8, S, carries 0.473

Entry 2:
Here is a cluster of 2 separate species, CH3FOS in total at a distorted geometry from OMol25. Energies are from ωB97M-V/def2-TZVPD.

The geometry in XYZ format:
```
7
CH3FOS | OMol25 | ωB97M-V/def2-TZVPD
H -2.675 0.395 -1.018
H 1.133 -0.129 1.196
S -2.021 -0.079 -0.007
H 1.178 -1.289 -0.212
F 2.041 0.589 -0.281
O -0.871 0.885 0.100
C 1.214 -0.371 0.221
```

The calculation puts the gap between HOMO and LUMO (alpha / beta) at 6.76 / 9.96 eV. Its LUMO energy (alpha / beta) is -1.27 / 0.60 eV. The calculation puts the HOMO energy (alpha / beta) at -8.0 / -9.4 eV. The calculation puts the relative energy (zero: lowest compared OMol25 entry of this formula, charge and spin) at 94.0 kcal per mole.

Which charges does Löwdin predict for the atoms? In e, they are: number 1, H, carries -0.156; number 2, H, carries 0.032; number 3, S, carries 0.794; number 4, H, carries 0.039; number 5, F, carries -0.054; number 6, O, carries -0.650; number 7, C, carries -0.004

Entry 3:
Here is a structure of composition C22H59BN2NbO13S at a distorted geometry from OMol25. Energies are from ωB97M-V/def2-TZVPD.

The geometry in XYZ format:
```
99
C22H59BN2NbO13S | OMol25 | ωB97M-V/def2-TZVPD
H -1.260 -5.734 3.807
H 8.635 2.249 3.957
H -1.251 -0.410 -4.589
C -0.138 0.878 -6.536
H 9.297 5.524 2.003
C -2.460 2.090 -4.178
C -1.921 -0.267 -3.739
H 0.927 -3.273 4.291
H 5.006 6.758 4.088
H 10.109 3.199 4.262
H 8.835 2.814 1.498
H -2.138 2.271 -6.299
O 2.927 4.933 2.859
H 6.497 3.283 4.088
H 5.398 3.371 -0.018
O -2.876 0.747 -4.003
H 0.262 -0.077 -6.188
H 1.564 -6.813 3.583
H 10.360 3.601 1.842
C -7.472 -3.309 -1.032
H 10.211 1.723 3.320
C -0.909 -5.154 2.946
H -5.423 -3.292 -0.603
H 5.040 5.525 5.182
H -6.076 0.480 -1.496
C 0.742 -1.505 3.063
C -6.064 -2.838 -1.364
H 0.560 -5.961 4.784
H 1.787 -1.284 3.301
H -1.328 -5.625 2.047
N 4.513 5.939 4.420
O -0.347 1.719 -5.423
H -1.345 3.483 -5.293
O -0.348 0.970 -2.279
H -2.509 -1.189 -3.667
H -0.643 -2.130 0.235
H -2.040 2.492 -3.255
S 3.994 1.779 3.159
C -0.672 1.828 -1.201
C -5.900 -1.322 -4.150
H -5.744 1.432 -2.951
H 0.595 1.325 -7.213
H -1.679 1.639 -0.818
H 2.612 2.005 1.195
O 0.495 -5.215 2.839
H 0.194 -0.559 3.096
H -1.064 0.685 -7.084
H -6.360 -1.185 -5.137
H -4.843 -1.056 -4.246
C -6.034 -2.802 -3.823
C -5.708 0.426 -2.524
H -4.674 0.086 -2.513
H 0.521 -0.800 0.123
O -1.105 -2.902 4.053
C -1.573 2.413 -5.371
C 1.189 -5.835 3.899
C 9.364 3.399 2.250
O -8.474 -2.933 -1.954
C -0.093 -1.384 0.817
B 4.204 4.943 3.365
C 8.674 4.753 2.476
H 2.589 0.312 1.848
O 2.931 2.332 4.020
H -2.575 -3.903 3.163
C -1.143 -0.184 -2.436
C 0.236 -2.442 4.144
H -5.440 -3.321 -4.582
O -6.552 -0.443 -3.257
C 9.577 2.589 3.529
H 3.989 0.923 0.972
H -0.619 2.861 -1.549
H 0.267 -1.862 5.070
H 0.050 1.707 -0.390
H -0.817 -0.722 1.302
N 7.322 4.837 1.878
C 3.187 1.204 1.657
C -1.503 -3.753 2.999
H 6.553 1.935 1.861
H -0.465 -1.046 -2.429
H -1.829 -0.302 -1.588
H -1.413 -3.255 2.031
H -5.971 -1.759 -1.233
Nb 5.795 3.512 2.420
O 4.806 3.753 0.644
H 2.303 4.789 3.581
H -7.472 -4.394 -0.882
H 2.046 -5.215 4.172
H -10.172 -4.073 -2.217
O 4.621 0.573 3.718
H -3.390 2.641 -4.350
H -9.223 -3.747 -3.674
H -7.061 -3.142 -3.961
H -8.640 -4.938 -2.500
H 8.675 4.988 3.545
H -7.723 -2.851 -0.067
O 0.725 -2.048 1.751
H 6.951 5.764 2.115
O -5.499 -3.254 -2.593
C -9.155 -3.980 -2.609
```

The calculation puts the gap between HOMO and LUMO at 6.57 eV. Its LUMO energy is 1.96 eV. The calculation puts the HOMO energy at -4.6 eV. As for the charge: -1.

These are the Löwdin partial charges, in e, on atoms 1 to 8: number 1, H, carries 0.117; number 2, H, carries 0.034; number 3, H, carries 0.102; number 4, C, carries -0.112; number 5, H, carries 0.087; number 6, C, carries -0.173; number 7, C, carries -0.173; number 8, H, carries 0.101

Entry 4:
Here is a cluster of 4 separate species, C16H28BN4O13S in total at a distorted geometry from OMol25. Energies are from ωB97M-V/def2-TZVPD.

The geometry in XYZ format:
```
63
C16H28BN4O13S | OMol25 | ωB97M-V/def2-TZVPD
C 4.751 4.654 -0.100
H 0.108 3.576 0.759
H -6.425 -7.867 -0.626
H 4.298 5.249 0.694
C -2.106 -6.084 -1.917
H -1.797 0.725 -1.715
N -2.407 1.652 3.512
H -4.212 -3.392 -3.475
N -2.265 0.907 -0.835
H -2.143 0.081 -0.262
S -2.017 -1.057 5.939
O 7.512 6.596 -0.867
C -1.350 2.461 3.526
B -1.930 2.109 -0.181
C -1.588 -3.243 -3.256
O -0.724 2.859 4.619
H 4.197 2.549 2.220
H -1.148 -5.774 -1.511
O -1.939 -2.352 -2.519
H 3.112 2.172 3.562
C -3.628 -3.241 -4.381
O 1.228 3.274 2.479
H 1.410 -3.945 -2.355
H 9.204 7.691 -0.960
H 8.336 7.833 0.589
C 6.704 5.891 -0.088
O -2.310 -3.784 -4.223
O -4.494 -7.126 -2.279
C -1.922 2.084 1.409
H -0.878 3.356 -1.344
H 5.236 3.777 0.326
C 2.160 2.620 1.689
C -2.781 1.415 2.209
C -2.554 0.164 5.184
O -0.401 -3.845 -3.233
C 8.651 7.152 -0.197
O -4.392 -8.082 -0.236
H -3.631 0.806 1.954
H 0.723 -2.304 -2.408
O 6.844 5.688 1.090
H 3.353 0.979 2.265
H -1.034 3.720 4.936
O -1.697 3.297 -0.842
O 2.044 2.582 0.493
C -5.686 -8.650 -0.469
H 0.092 -3.497 -1.244
H -0.217 4.662 2.103
C 0.504 -3.357 -2.242
H 9.268 6.361 0.224
H -5.662 -9.312 -1.332
H -5.924 -9.215 0.427
C 0.041 3.637 1.838
N -3.041 1.180 4.664
H -3.576 -2.181 -4.621
O -2.723 -6.882 -0.902
C -3.927 -7.346 -1.241
H 3.990 4.342 -0.808
C 3.274 2.039 2.497
H -1.946 -6.662 -2.824
O 5.692 5.433 -0.833
N -1.042 2.746 2.262
H -2.728 -5.219 -2.136
H -4.073 -3.791 -5.203
```

The calculation puts the gap between HOMO and LUMO at 8.49 eV. Its LUMO energy is -3.85 eV. The calculation puts the HOMO energy at -12.3 eV. As for the charge: +1.

These are the Löwdin partial charges, in e, on atoms 1 to 8: number 1, C, carries -0.059; number 2, H, carries 0.119; number 3, H, carries 0.097; number 4, H, carries 0.098; number 5, C, carries -0.026; number 6, H, carries 0.102; number 7, N, carries -0.007; number 8, H, carries 0.098

Entry 5:
Here is a cluster of 7 separate species, C29H68Cl4O2S2 in total at a distorted geometry from OMol25. Energies are from ωB97M-V/def2-TZVPD.

The geometry in XYZ format:
```
105
C29H68Cl4O2S2 | OMol25 | ωB97M-V/def2-TZVPD
H 11.237 22.954 -9.806
H 16.962 22.630 -17.541
H 8.156 17.409 -12.082
H 17.155 25.696 -17.398
C 15.430 24.607 -16.484
H 13.726 20.536 -14.879
H 11.756 22.980 -17.639
H 9.104 23.473 -7.879
Cl 15.903 19.846 -12.188
H 16.991 22.654 -7.304
Cl 14.248 22.315 -12.048
H 14.577 20.703 -7.353
H 14.136 26.267 -17.061
H 9.556 22.834 -10.019
H 9.634 20.466 -8.874
C 17.009 25.379 -6.706
C 15.883 21.582 -12.252
H 17.860 23.591 -16.434
C 10.773 17.684 -11.869
C 14.859 21.132 -6.391
C 13.524 21.332 -15.596
C 16.564 24.795 -17.559
C 13.045 25.292 -15.623
H 11.273 20.528 -8.798
H 10.130 20.782 -11.679
C 8.461 17.535 -13.121
H 15.741 20.624 -6.002
H 12.193 16.206 -12.194
H 10.287 16.250 -13.186
H 7.011 19.044 -13.449
C 8.079 18.996 -13.660
H 8.507 22.317 -6.841
Cl 16.351 22.184 -13.926
C 17.881 19.107 -15.204
S 12.178 20.857 -16.759
H 12.490 24.798 -16.421
H 15.042 24.994 -7.759
H 15.437 26.845 -6.041
O 16.422 20.321 -17.083
C 10.452 22.216 -9.970
Cl 16.963 22.367 -11.131
H 13.274 22.492 -18.371
H 14.752 23.843 -16.865
C 18.568 23.631 -18.541
H 11.514 22.278 -7.185
H 16.239 24.900 -18.595
C 10.542 21.828 -7.388
H 19.427 18.498 -17.755
H 11.119 22.457 -13.454
H 15.779 24.023 -15.633
H 12.582 18.317 -13.711
H 15.843 22.592 -8.592
S 17.156 18.985 -16.923
H 14.431 21.730 -16.051
H 12.944 24.722 -14.700
H 15.050 23.043 -5.655
H 17.667 20.130 -14.895
C 12.974 18.215 -12.699
C 9.436 22.847 -7.051
H 11.782 21.325 -11.567
H 11.720 21.920 -18.955
H 17.448 18.426 -14.472
H 12.607 17.186 -10.772
H 14.938 26.407 -15.534
H 8.344 19.120 -14.710
H 17.075 27.215 -5.499
H 10.435 21.146 -6.545
H 18.166 23.679 -19.554
C 16.486 26.836 -6.335
C 10.651 22.758 -12.517
H 9.754 23.449 -6.200
H 8.420 19.810 -13.021
H 19.194 24.514 -18.414
C 12.297 22.129 -18.053
H 19.304 22.846 -18.367
H 18.544 19.429 -18.982
C 16.025 23.051 -7.620
C 14.431 25.693 -16.183
H 19.216 20.219 -17.494
C 10.750 21.633 -11.398
H 10.295 17.198 -11.018
C 10.425 21.212 -8.804
H 18.022 25.323 -7.104
H 10.374 17.731 -14.138
H 12.494 26.211 -15.421
H 13.998 17.851 -12.789
H 11.284 23.616 -12.292
H 13.115 22.116 -14.960
H 16.281 24.984 -8.789
H 14.055 20.989 -5.669
H 9.591 22.979 -12.641
C 18.743 19.332 -17.915
C 16.080 24.660 -7.768
H 7.790 16.831 -13.614
H 18.942 18.855 -15.190
H 10.612 18.728 -11.599
C 17.498 23.576 -17.462
H 13.105 19.218 -12.294
C 14.963 22.635 -6.663
C 12.232 17.219 -11.795
O 10.868 20.922 -15.995
C 10.037 17.311 -13.190
H 16.562 27.563 -7.144
H 13.947 22.930 -6.927
H 16.855 24.833 -5.775
```

The calculation puts the gap between HOMO and LUMO at 8.40 eV. Its LUMO energy is 0.04 eV. The calculation puts the HOMO energy at -8.4 eV. The calculation puts the relative energy (zero: lowest compared OMol25 entry of this formula, charge and spin) at 0.0 kcal per mole.

These are the Löwdin partial charges, in e, on atoms 1 to 8: number 1, H, carries 0.107; number 2, H, carries 0.077; number 3, H, carries 0.084; number 4, H, carries 0.106; number 5, C, carries -0.221; number 6, H, carries 0.031; number 7, H, carries 0.030; number 8, H, carries 0.056